Entry 1:
Molecular formula: C24H32FN7O3
Method: DFT, wB97M-V/def2-TZVPD

Computed properties:
LUMO level: 0.4710 eV
E: -1642.6680 hartree
ΔE to the lowest compared entry with this formula, charge and spin: 0.0 kcal/mol

Element x y z (Å)
C1 -5.703 -2.400 2.103
N1 -4.664 -1.980 1.177
C2 -4.867 -2.373 -0.141
O1 -5.844 -3.016 -0.457
N2 -3.911 -2.000 -1.062
C3 -2.832 -1.283 -0.652
C4 -2.657 -0.912 0.672
N3 -1.462 -0.224 0.704
C5 -1.008 -0.197 -0.572
N4 -1.809 -0.835 -1.408
C6 0.262 0.440 -1.015
N5 1.316 -0.549 -1.195
C7 2.475 0.009 -1.864
C8 3.478 -1.109 -2.176
N6 3.888 -1.778 -0.960
C9 4.981 -1.313 -0.243
C10 4.999 -1.249 1.156
C11 6.129 -0.849 1.843
C12 7.262 -0.496 1.138
C13 7.287 -0.555 -0.243
C14 6.158 -0.965 -0.920
H1 6.203 -1.038 -1.995
H2 8.187 -0.290 -0.775
F1 8.367 -0.091 1.809
H3 6.130 -0.801 2.921
H4 4.125 -1.507 1.732
C15 2.722 -2.300 -0.286
H5 3.014 -2.845 0.611
C16 1.713 -1.194 0.042
H6 0.831 -1.636 0.510
H7 2.168 -0.472 0.747
H8 2.240 -3.003 -0.973
H9 4.335 -0.688 -2.697
H10 2.995 -1.846 -2.824
H11 2.150 0.474 -2.797
H12 2.975 0.777 -1.243
H13 0.074 0.888 -1.994
H14 0.549 1.238 -0.310
C17 -0.967 0.462 1.867
H15 0.108 0.612 1.764
H16 -1.175 -0.154 2.744
C18 -1.684 1.816 2.019
N7 -1.546 2.582 0.791
C19 -2.797 2.826 0.096
C20 -2.488 3.425 -1.276
O2 -1.753 4.620 -1.160
C21 -0.551 4.400 -0.464
C22 -0.809 3.824 0.930
H17 0.146 3.622 1.422
H18 -1.368 4.565 1.528
H19 -0.054 5.370 -0.395
H20 0.085 3.702 -1.030
H21 -3.409 3.682 -1.802
H22 -1.921 2.689 -1.866
H23 -3.328 1.881 -0.035
H24 -3.443 3.524 0.658
H25 -2.737 1.625 2.246
H26 -1.250 2.347 2.871
C23 -3.594 -1.246 1.697
O3 -3.525 -0.954 2.878
C24 -4.055 -2.369 -2.453
H27 -3.136 -2.841 -2.796
H28 -4.243 -1.481 -3.057
H29 -4.895 -3.056 -2.531
H30 -5.433 -2.029 3.089
H31 -5.773 -3.487 2.112
H32 -6.663 -1.992 1.791



Entry 2:
Molecular formula: C57H55N11O2RbSbSi3
Method: DFT, wB97M-V/def2-TZVPD

Computed properties:
LUMO level (alpha / beta): 3.5970 / 3.5999 eV
E: -4090.9418 hartree
ΔE to the lowest compared entry with this formula, charge and spin: 6.3 kcal/mol
charge: -2

Element x y z (Å)
Rb1 1.143 0.448 1.534
C1 5.045 0.413 7.847
C2 5.063 1.806 7.701
C3 4.326 2.429 6.704
C4 3.592 1.627 5.840
C5 2.688 1.922 4.715
N1 2.239 0.771 4.180
C6 2.653 -0.255 4.948
N2 2.250 -1.523 4.941
C7 1.128 -1.940 4.358
C8 0.534 -3.237 4.727
C9 0.992 -4.315 5.473
C10 0.118 -5.368 5.697
C11 -1.196 -5.331 5.211
C12 -1.656 -4.244 4.482
C13 -0.769 -3.207 4.231
C14 -0.901 -1.918 3.529
N3 -2.071 -1.533 3.030
C15 -2.327 -0.302 2.593
N4 -1.481 0.741 2.486
C16 -2.179 1.840 2.151
N5 -1.749 3.103 2.091
C17 -0.558 3.479 2.545
N6 0.412 2.712 3.083
C18 1.357 3.512 3.613
N7 2.389 3.176 4.381
C19 1.032 4.925 3.332
C20 1.658 6.125 3.633
C21 1.049 7.300 3.215
C22 -0.166 7.275 2.521
C23 -0.799 6.074 2.234
C24 -0.182 4.902 2.643
C25 -3.591 1.487 1.937
C26 -4.708 2.220 1.558
C27 -5.922 1.555 1.469
C28 -6.021 0.190 1.770
C29 -4.907 -0.537 2.163
C30 -3.688 0.125 2.234
N8 0.262 -1.236 3.597
C31 3.576 0.239 5.984
C32 4.290 -0.384 6.999
H1 5.625 -0.044 8.641
H2 5.658 2.404 8.382
H3 4.314 3.507 6.593
H4 2.001 -4.317 5.868
H5 0.448 -6.231 6.265
H6 -1.860 -6.165 5.410
H7 -2.670 -4.200 4.103
H8 2.595 6.131 4.177
H9 1.520 8.254 3.425
H10 -0.616 8.210 2.205
H11 -1.745 6.040 1.706
H12 -4.622 3.278 1.341
H13 -6.811 2.097 1.164
H14 -6.985 -0.301 1.693
H15 -4.970 -1.593 2.400
H16 4.247 -1.460 7.116
C33 -3.744 1.115 -6.455
O1 -2.434 0.604 -6.572
C34 -1.408 1.494 -6.391
C35 -1.559 2.871 -6.390
C36 -0.440 3.679 -6.192
C37 0.807 3.133 -5.950
C38 0.949 1.743 -5.982
C39 -0.144 0.935 -6.210
N9 1.947 4.001 -5.857
N10 2.828 3.838 -4.973
C40 2.667 3.017 -3.846
C41 3.817 2.354 -3.425
C42 3.822 1.414 -2.415
C43 2.630 1.068 -1.715
O2 2.555 0.130 -0.893
C44 1.467 1.950 -1.984
N11 0.431 1.844 -1.123
C45 -0.569 2.691 -1.215
C46 -0.609 3.714 -2.173
C47 0.416 3.817 -3.072
C48 1.497 2.908 -3.023
H17 -4.411 0.255 -6.471
H18 -3.996 1.779 -7.289
H19 -3.873 1.656 -5.513
H20 -2.527 3.330 -6.537
H21 -0.545 4.758 -6.203
H22 1.919 1.300 -5.799
H23 -0.046 -0.144 -6.222
H24 4.729 2.568 -3.973
H25 4.726 0.878 -2.152
H26 -1.367 2.589 -0.484
H27 -1.432 4.418 -2.176
H28 0.428 4.625 -3.786
C49 -3.272 -1.778 -0.922
Si1 -1.948 -1.756 -2.245
C50 -2.434 -2.981 -3.591
C51 -1.946 -0.071 -3.069
Sb1 0.287 -2.105 -1.023
Si2 1.730 -2.578 -3.079
C52 3.450 -3.026 -2.468
C53 1.168 -3.978 -4.211
C54 1.863 -1.057 -4.169
Si3 -0.136 -4.591 -0.520
C55 -1.113 -5.672 -1.725
C56 1.548 -5.415 -0.318
C57 -1.029 -4.722 1.116
H29 -4.252 -1.547 -1.354
H30 -3.060 -1.030 -0.156
H31 -3.340 -2.746 -0.416
H32 -3.455 -2.724 -3.896
H33 -2.425 -4.022 -3.268
H34 -1.793 -2.891 -4.472
H35 -2.902 0.077 -3.588
H36 -1.151 0.033 -3.810
H37 -1.820 0.727 -2.340
H38 3.499 -4.052 -2.096
H39 3.756 -2.349 -1.667
H40 4.164 -2.924 -3.292
H41 1.016 -4.932 -3.702
H42 1.960 -4.115 -4.957
H43 0.249 -3.722 -4.744
H44 2.677 -0.408 -3.843
H45 0.954 -0.453 -4.164
H46 2.061 -1.370 -5.201
H47 -0.855 -5.555 -2.778
H48 -2.186 -5.492 -1.614
H49 -0.924 -6.713 -1.435
H50 1.999 -5.665 -1.282
H51 1.426 -6.343 0.252
H52 2.245 -4.773 0.226
H53 -1.826 -3.987 1.251
H54 -0.322 -4.572 1.934
H55 -1.455 -5.726 1.227



Entry 3:
Molecular formula: C10H28F30N5O34S10
Method: DFT, wB97M-V/def2-TZVPD

Computed properties:
LUMO level: 7.3645 eV
E: -10207.1945 hartree
charge: -5

Element x y z (Å)
C1 0.265 2.477 1.641
F1 1.387 3.212 1.436
F2 -0.137 2.550 2.943
F3 -0.607 2.835 0.699
S1 0.665 0.603 1.173
O1 1.772 0.624 0.179
O2 1.133 0.019 2.438
N1 -0.995 -0.042 0.728
S2 -0.759 -0.362 -0.814
O3 -0.377 0.751 -1.711
O4 0.086 -1.589 -0.957
C2 -2.590 -0.955 -1.289
F4 -2.724 -2.104 -0.762
F5 -3.553 -0.205 -0.681
F6 -2.685 -1.040 -2.642
C3 -6.671 2.222 -6.303
F7 -7.553 1.306 -6.024
F8 -5.605 1.546 -6.711
F9 -7.245 3.098 -7.151
S3 -6.231 3.139 -4.623
O5 -6.941 4.396 -4.746
O6 -6.855 2.300 -3.594
N2 -4.524 3.445 -4.737
S4 -3.946 2.344 -3.734
O7 -4.602 1.039 -3.753
O8 -2.503 2.353 -3.897
C4 -4.077 3.232 -1.893
F10 -5.359 3.252 -1.508
F11 -3.501 2.409 -1.092
F12 -3.544 4.401 -1.887
C5 8.779 -0.362 3.280
F13 8.859 -0.569 4.576
F14 9.288 0.801 2.866
F15 9.442 -1.322 2.633
S5 6.906 -0.472 2.525
O9 6.978 -1.110 1.199
O10 6.152 -1.197 3.563
N3 6.310 1.177 2.377
S6 5.907 1.647 3.825
O11 6.565 0.976 4.969
O12 6.122 3.064 3.903
C6 3.999 1.140 3.852
F16 3.349 2.013 4.649
F17 3.493 1.316 2.613
F18 3.911 -0.130 4.314
C7 -1.173 -4.802 1.341
F19 -1.195 -4.005 2.427
F20 -1.646 -3.978 0.393
F21 0.022 -5.323 1.112
S7 -2.388 -6.282 1.680
O13 -2.326 -7.110 0.498
O14 -1.858 -6.949 2.851
N4 -3.884 -5.432 2.058
S8 -4.855 -6.424 1.495
O15 -5.079 -6.258 0.052
O16 -4.682 -7.826 1.974
C8 -6.548 -5.755 2.211
F22 -6.392 -5.608 3.493
F23 -6.910 -4.543 1.624
F24 -7.511 -6.608 1.992
C9 4.279 1.983 -2.722
F25 3.274 1.568 -1.933
F26 3.890 1.919 -4.009
F27 4.500 3.286 -2.451
S9 5.913 0.858 -2.563
O17 5.349 -0.480 -2.309
O18 6.627 1.132 -3.793
N5 6.686 1.474 -1.119
S10 8.248 1.119 -1.412
O19 8.924 1.178 -0.113
O20 8.556 -0.100 -2.159
C10 8.777 2.778 -2.399
F28 7.737 3.425 -2.884
F29 9.407 3.628 -1.633
F30 9.636 2.515 -3.381
O21 4.492 0.484 0.279
H1 4.722 -0.334 -0.160
H2 3.573 0.629 0.050
O22 4.633 3.139 0.586
H3 3.998 3.441 1.235
H4 5.132 3.923 0.357
O23 -4.391 -2.998 1.326
H5 -3.951 -3.834 1.483
H6 -4.957 -3.162 0.572
O24 -3.777 -3.826 -3.702
H7 -3.879 -3.050 -3.151
H8 -3.231 -4.418 -3.184
O25 0.246 -4.157 -2.116
H9 -0.444 -3.837 -1.534
H10 0.121 -3.667 -2.929
O26 -0.273 -1.247 4.514
H11 -0.129 -0.321 4.711
H12 0.400 -1.460 3.867
O27 -4.555 -0.235 1.876
H13 -3.957 0.481 1.662
H14 -5.406 0.059 1.550
O28 -2.290 -1.473 2.392
H15 -1.557 -1.731 2.951
H16 -1.891 -0.947 1.699
O29 -2.805 1.602 1.754
H17 -2.174 1.003 1.356
H18 -2.335 2.433 1.824
O30 0.837 5.738 -0.926
H19 0.031 5.366 -0.569
H20 1.039 5.190 -1.685
O31 -5.973 -1.753 -3.318
H21 -5.574 -0.889 -3.426
H22 -6.210 -2.020 -4.206
O32 -0.620 0.509 -5.472
H23 -0.950 1.244 -5.987
H24 -0.791 0.756 -4.563
O33 -0.138 1.329 5.931
H25 0.300 1.156 6.764
H26 0.135 2.215 5.696
O34 -3.696 3.847 3.744
H27 -2.815 3.475 3.693
H28 -4.056 3.732 2.865



Entry 4:
Molecular formula: C3H12O3S2
Method: DFT, wB97M-V/def2-TZVPD

Computed properties:
LUMO level: 0.2150 eV
E: -1143.5044 hartree
ΔE to the lowest compared entry with this formula, charge and spin: 53.1 kcal/mol

Element x y z (Å)
C1 1.063 -0.405 -0.497
C2 1.637 0.949 -0.922
O1 1.291 1.448 -2.166
C3 1.400 -0.816 0.936
S1 0.112 -1.335 2.087
S2 -0.567 0.336 3.159
H1 1.321 -1.162 -1.176
H2 0.028 -0.383 -0.867
H3 1.263 1.686 -0.152
H4 2.809 0.755 -1.020
H5 0.616 1.089 -2.675
H6 2.233 -0.153 1.406
H7 1.936 -1.667 0.711
H8 -1.651 1.039 2.577
H9 -3.366 1.002 -0.050
H10 -1.986 0.989 0.487
O2 -2.861 1.196 0.653
H11 -1.235 -2.017 -0.508
H12 -2.419 -1.184 -0.811
O3 -1.623 -1.367 -1.173



Entry 5:
Molecular formula: C4H8N2O
Method: DFT, wB97M-V/def2-TZVPD

Computed properties:
LUMO level: 0.8584 eV
E: -341.9161 hartree
ΔE to the lowest compared entry with this formula, charge and spin: 55.0 kcal/mol

Element x y z (Å)
N1 0.009 0.541 -1.941
C1 -0.919 1.130 -1.147
O1 -1.835 1.811 -1.576
C2 -0.714 0.955 0.359
N2 0.107 -0.072 0.927
C3 0.030 -1.462 1.160
C4 1.346 -0.760 0.909
H1 -0.053 0.663 -2.939
H2 0.758 -0.010 -1.556
H3 -0.370 1.932 0.722
H4 -1.713 0.819 0.778
H5 -0.228 -1.761 2.178
H6 -0.316 -2.166 0.389
H7 2.020 -0.576 1.749
H8 1.878 -1.042 -0.012



Entry 6:
Molecular formula: C28H43MnN4O6SbSi3
Method: DFT, wB97M-V/def2-TZVPD

Computed properties:
⟨S²⟩: 0.79
2S+1: 2
LUMO level (alpha / beta): -0.3027 / -0.3064 eV
E: -4023.0461 hartree
ΔE to the lowest compared entry with this formula, charge and spin: 0.0 kcal/mol

Element x y z (Å)
Mn1 0.244 -0.730 0.357
O1 -0.482 3.177 -1.002
C1 -0.416 1.928 -0.575
O2 0.611 1.272 -0.533
C2 -1.702 1.337 -0.137
C3 -2.943 1.947 -0.100
C4 -4.015 1.196 0.371
C5 -3.813 -0.117 0.779
C6 -2.536 -0.650 0.710
N1 -1.521 0.080 0.261
C7 -2.135 -2.076 1.067
O3 -3.003 -2.857 1.420
O4 -0.881 -2.296 0.911
H1 0.416 3.552 -1.017
H2 -3.055 2.972 -0.423
H3 -5.003 1.634 0.416
H4 -4.615 -0.743 1.143
O5 0.464 -0.060 2.196
N2 1.573 -0.371 2.753
N3 2.363 -1.028 2.005
O6 2.074 -1.345 0.756
C8 3.663 -1.365 2.501
C9 3.884 -1.485 3.866
C10 5.158 -1.798 4.310
C11 6.192 -1.997 3.404
C12 5.948 -1.882 2.044
C13 4.680 -1.563 1.582
H5 3.068 -1.343 4.559
H6 5.340 -1.898 5.372
H7 7.182 -2.249 3.759
H8 6.748 -2.039 1.332
H9 4.467 -1.461 0.529
C14 -2.937 -0.911 -3.082
Si1 -1.863 -2.450 -3.141
C15 -2.652 -3.850 -2.187
C16 -1.622 -2.946 -4.934
Sb1 0.359 -1.868 -2.041
Si2 1.486 -4.136 -1.794
C17 0.826 -4.892 -0.225
C18 1.153 -5.238 -3.276
C19 3.326 -3.810 -1.649
Si3 1.664 -0.729 -3.894
C20 3.172 0.025 -3.078
C21 0.585 0.629 -4.612
C22 2.186 -1.912 -5.253
H10 -3.895 -1.095 -3.575
H11 -2.453 -0.073 -3.588
H12 -3.142 -0.612 -2.052
H13 -3.643 -4.070 -2.594
H14 -2.766 -3.618 -1.126
H15 -2.052 -4.759 -2.265
H16 -2.581 -3.230 -5.376
H17 -0.943 -3.796 -5.027
H18 -1.214 -2.121 -5.523
H19 -0.255 -5.035 -0.270
H20 1.019 -4.226 0.617
H21 1.299 -5.859 -0.033
H22 0.089 -5.459 -3.377
H23 1.680 -6.189 -3.159
H24 1.493 -4.776 -4.205
H25 3.507 -3.113 -0.829
H26 3.737 -3.383 -2.567
H27 3.866 -4.737 -1.436
H28 2.871 0.681 -2.259
H29 3.760 0.606 -3.794
H30 3.816 -0.752 -2.660
H31 0.250 1.313 -3.828
H32 -0.301 0.218 -5.100
H33 1.137 1.211 -5.355
H34 2.840 -2.694 -4.862
H35 2.734 -1.376 -6.033
H36 1.323 -2.395 -5.716
N4 2.543 2.489 1.988
C23 1.577 3.450 1.755
C24 1.853 4.572 0.966
C25 0.877 5.536 0.748
C26 -0.394 5.396 1.288
C27 -0.677 4.266 2.045
C28 0.286 3.298 2.275
H37 3.501 2.769 1.870
H38 2.378 1.860 2.758
H39 2.847 4.702 0.553
H40 1.120 6.410 0.156
H41 -1.150 6.151 1.119
H42 -1.665 4.133 2.469
H43 0.053 2.413 2.856



Entry 7:
Molecular formula: C5H8N2O3
Method: DFT, wB97M-V/def2-TZVPD

Computed properties:
LUMO level: 0.0610 eV
E: -530.4064 hartree
ΔE to the lowest compared entry with this formula, charge and spin: 107.3 kcal/mol

Element x y z (Å)
C1 -1.145 1.660 0.147
C2 0.295 1.060 -0.029
C3 0.587 0.222 1.225
C4 0.181 -1.172 1.125
C5 0.523 -1.545 -0.359
H1 -1.677 1.531 -1.763
H2 1.205 1.796 -0.264
H3 0.328 0.625 2.212
H4 1.711 0.160 1.615
H5 0.877 -1.766 1.772
H6 -0.781 -1.477 1.396
H7 0.042 -2.384 -0.819
H8 1.712 -1.623 -0.700
N1 0.388 -0.152 -0.944
N2 -0.391 0.006 -2.094
O1 -1.871 1.891 -0.893
O2 -1.535 2.183 1.199
O3 -0.451 -1.017 -2.826



Entry 8:
Molecular formula: C8H11O2PS
Method: DFT, wB97M-V/def2-TZVPD

Computed properties:
LUMO level: 0.3263 eV
E: -1201.2424 hartree
ΔE to the lowest compared entry with this formula, charge and spin: 122.5 kcal/mol

Element x y z (Å)
C1 -1.068 1.725 -0.151
C2 0.305 2.013 0.203
C3 -1.689 0.563 -0.549
C4 1.128 0.943 0.226
C5 -1.124 -0.759 -0.301
C6 0.118 -1.015 0.055
C7 3.365 1.603 -0.278
C8 -1.986 -2.988 0.293
O1 2.435 0.734 0.485
O2 -2.092 -1.717 -0.307
P1 1.408 -2.109 0.536
S1 2.354 -2.947 -0.943
H1 -1.745 2.626 -0.464
H2 0.668 2.947 0.485
H3 -2.654 0.794 -0.924
H4 2.952 1.635 -1.331
H5 4.338 1.110 -0.395
H6 3.536 2.535 0.300
H7 -1.738 -3.782 -0.378
H8 -2.944 -3.086 0.689
H9 -1.331 -2.892 1.100
H10 0.891 -2.906 1.419
H11 2.269 -1.270 1.403



no.,strongest force on any atom (eV Å⁻¹)
1,1.403
2,0.526
3,6.459
4,4.979
5,0.559
6,0.143
7,5.789
8,5.785